# 1
Formula: C4H3FN2O
Source: OMol25
Level of theory: ωB97M-V/def2-TZVPD

As for the energy relative to the best compared isomer or geometry (same formula, charge and spin): 30.3 kcal per mole. Its HOMO-LUMO gap is 10.08 eV. Its energy is -11940.885 eV. Its SMILES is Oc1ncc(F)cn1. The net charge is 0. The HOMO energy is -9.705 eV.

Each line ends with the Mulliken charge.
Positions of all 11 atoms, in Å:
1 H 0.19896 -0.17373 -2.40439  0.42
2 F -0.66856 -2.43305 -1.22585  -0.29
3 N 0.32695 1.06383 -0.90477  -0.56
4 H 0.42851 2.17671 1.93158  0.39
5 N 0.06987 0.15382 1.21472  -0.61
6 C -0.05073 -0.11938 -1.36227  -0.02
7 C -0.29840 -1.03640 0.72078  -0.06
8 C 0.39764 1.19335 0.45706  0.57
9 H -0.66713 -1.93742 1.22472  0.36
10 C -0.37698 -1.22965 -0.61960  0.27
11 O 0.63987 2.34193 0.96803  -0.46

---

# 2
Formula: C43H58Br3F9N2O31Si2
Source: OMol25
Level of theory: ωB97M-V/def2-TZVPD

Its HOMO-LUMO gap is 9.09 eV. Its energy is -362329.207 eV. The net charge is 0. The HOMO energy is -8.850 eV.

Each line ends with the Mulliken charge.
Positions of all 148 atoms, in Å:
1 C -2.40120 1.57407 6.05889  0.59
2 O -0.95125 -1.39629 -3.50897  -0.13
3 H 1.06977 3.97609 2.58658  0.70
4 C 0.82864 -7.10443 7.40671  -0.36
5 H -3.26080 0.47082 -0.62088  0.70
6 F 6.60949 6.33668 -8.74185  -0.29
7 H 4.48085 -0.77659 -9.63836  0.25
8 O -4.32238 2.87893 -0.60125  -0.55
9 H -2.54468 -0.09347 1.74724  0.28
10 C 5.19514 5.02756 -10.11808  -0.42
11 H -2.08808 2.10356 -1.73693  0.22
12 H 0.95226 -8.01581 7.98704  0.23
13 H -6.21053 4.80837 -4.43230  0.30
14 O 4.71463 -0.52410 -7.61245  -0.32
15 H 2.88608 -1.07322 -1.85088  0.14
16 C 2.78749 -0.47191 -2.74874  -0.38
17 C 4.40631 0.01105 -8.88643  0.23
18 H -3.38830 -6.44619 -2.28189  0.29
19 C -2.56441 0.93347 1.38885  -0.74
20 N -2.11818 2.23893 -0.72719  0.06
21 Si 1.14755 1.81365 1.43989  -0.68
22 O 3.26847 3.60257 -7.71490  -0.57
23 C -3.19131 3.16195 -0.51753  0.57
24 O -0.51266 -1.68156 4.47572  -0.19
25 O -2.88630 0.41193 5.55257  -0.17
26 C -0.50228 -10.13798 10.12841  0.66
27 C 4.08985 4.16603 -8.35926  0.68
28 O -2.03415 -2.16763 2.87883  -0.54
29 F -5.57440 -4.56674 -1.73525  -0.27
30 H -1.45564 -7.54032 10.58507  0.24
31 C 2.71624 0.92533 1.98604  0.03
32 H 1.67686 -3.08771 3.50968  0.21
33 H 1.48450 1.03516 -3.65889  0.72
34 H -2.72252 -8.39549 11.48602  0.29
35 H -3.55582 -4.92438 -3.17527  0.01
36 C -1.30894 -2.71559 -3.55222  0.52
37 H -3.42545 -1.33253 -4.76414  0.29
38 O 0.67078 1.37369 -0.11893  0.26
39 H -3.20142 -9.86905 9.59295  0.26
40 F -5.13627 1.34473 7.98334  -0.30
41 F 5.29676 0.99530 -9.17891  -0.26
42 C 0.39486 -4.93807 7.83089  0.64
43 O -1.22883 -9.81445 9.01158  -0.30
44 H 3.50550 7.28196 0.19329  0.34
45 C -1.60620 1.85820 2.14752  0.43
46 H -0.32730 0.14079 2.32072  -0.55
47 C -5.43130 -5.72048 -2.43267  0.31
48 H 2.61513 -1.14930 -3.59076  0.44
49 Si 1.70367 1.79967 -1.35259  0.15
50 H 3.03548 1.57300 -8.28074  0.00
51 O 2.47950 -0.33983 -7.70757  -0.29
52 H 5.56224 5.46512 0.15127  0.26
53 O -3.27101 2.10972 6.96825  -0.35
54 C -1.05233 -2.44575 3.48382  0.62
55 C -4.49225 7.02596 -4.51443  0.60
56 C -5.51736 5.19806 -3.68518  -0.43
57 H 4.43758 1.83103 -4.21532  0.22
58 H 4.64419 5.97129 -1.29667  0.33
59 C 3.64228 6.29471 0.62857  -0.64
60 H 4.75108 5.98855 -10.38155  0.29
61 H 1.78598 6.14829 1.66363  0.34
62 C -4.50645 1.44235 6.78658  0.30
63 C -1.92514 -8.51073 10.75586  -0.35
64 C 0.84864 -3.47601 4.10485  -0.16
65 C 4.09844 0.21384 -3.03592  0.16
66 C -2.38567 0.91092 -0.13024  -1.04
67 O 2.47753 4.26178 1.12716  0.15
68 H -0.45635 -0.89169 -5.44270  0.23
69 F -2.75405 -8.21386 8.55929  -0.25
70 C -2.48389 -1.69754 -5.17768  -0.43
71 O -4.24588 -6.59758 -4.17741  -0.32
72 H -5.12991 2.01362 6.09625  0.28
73 H 1.63544 5.76805 -0.03479  0.21
74 F 1.43403 -1.75226 5.61669  -0.32
75 C -5.52220 -6.35306 -4.57303  0.64
76 C -2.76428 4.59701 -0.18976  -1.29
77 H 0.36613 4.11688 0.99333  0.71
78 O -0.32176 -3.57401 3.28586  -0.42
79 C -1.31182 -0.84545 -4.76576  0.31
80 H 0.69163 -0.09259 -2.52566  -0.23
81 H -4.81783 -0.36537 5.61673  0.29
82 H -2.11600 2.13981 3.06984  0.21
83 O 1.60131 -4.96856 7.18955  -0.27
84 H -1.85657 4.86286 -0.73615  0.27
85 C -4.08464 4.89059 -4.02574  0.65
86 O -5.52611 6.62896 -3.72199  -0.33
87 F -3.97872 3.72203 -4.70876  -0.29
88 H 3.95589 2.57517 4.55849  0.57
89 C 4.58207 5.50666 -0.31702  -0.78
90 H 2.28706 2.73970 3.98356  0.15
91 C 2.28798 5.63402 0.83240  -0.43
92 C 6.04069 5.11534 -8.87344  0.33
93 O 4.16534 4.12037 -9.71384  -0.31
94 Br 3.06064 -0.76352 1.08388  -0.17
95 C -0.24785 1.20897 2.54685  -0.18
96 C 0.40413 -2.51063 5.17223  0.70
97 H -5.78899 -6.55484 -1.82639  0.26
98 H -3.84245 -0.60063 7.08007  0.31
99 H 2.42360 0.55005 -9.59608  0.26
100 C 3.55026 1.32424 2.91382  0.56
101 C 1.59862 0.50040 -2.71545  -0.15
102 C 3.52499 -0.89183 -7.04880  0.61
103 H -2.49258 4.63871 0.86417  0.32
104 H -1.45584 2.78066 1.58808  -0.47
105 H 4.73774 0.35351 -4.94476  0.22
106 O -3.72450 5.95380 -4.88465  -0.33
107 C 2.09475 -6.29315 7.31468  0.32
108 H -3.51718 5.33345 -0.45475  0.38
109 O -0.17119 -3.94583 8.14686  -0.54
110 O -0.92814 -3.54091 -2.79386  -0.50
111 H 4.26660 4.47673 -0.47914  0.02
112 O 0.38703 -10.91767 10.14488  -0.50
113 N 4.13406 0.86977 -4.31634  -0.28
114 O -2.15717 -2.95813 -4.58632  -0.34
115 H 5.74186 4.64221 -10.97528  0.27
116 H -3.41513 4.86589 -3.16314  0.05
117 H -0.09720 -2.97391 6.02118  0.00
118 C 3.01835 0.56031 -8.68534  0.04
119 H 0.43149 -7.36208 6.42377  0.26
120 O 5.08723 4.93491 -7.84017  -0.29
121 O -5.99035 -6.71346 -5.59853  -0.50
122 F -1.67782 0.44776 -4.58807  -0.25
123 C -4.02845 -5.88310 -2.95648  -0.12
124 O -0.06469 -6.19462 8.05864  -0.28
125 O -4.28147 8.14496 -4.83347  -0.49
126 H -1.54740 0.26286 -0.37888  0.28
127 F 2.80741 -6.60415 6.20693  -0.28
128 H 4.12054 6.38403 1.60117  0.33
129 C -2.39230 -9.14653 9.47276  0.31
130 O -6.19710 -5.63774 -3.62089  -0.32
131 H 3.69774 3.41872 3.07168  0.13
132 H -0.00839 1.30840 3.60399  0.61
133 H 1.12889 -4.44707 4.50595  0.13
134 C 3.31752 2.59856 3.67801  -0.94
135 H 6.81152 4.34674 -8.79431  0.26
136 C 1.22698 3.70117 1.53033  -0.97
137 O -0.94270 -9.44510 11.21052  -0.32
138 O 3.42258 -1.60683 -6.10973  -0.51
139 Br 1.18784 3.80932 -2.27366  -0.47
140 H 3.06758 1.89521 -0.81254  -0.20
141 H -5.80729 4.82627 -2.70462  0.27
142 H 2.74146 -6.35895 8.19115  0.29
143 O -1.36781 2.05980 5.74652  -0.47
144 H -2.58289 -1.78735 -6.25677  0.31
145 O 5.00234 0.19520 -2.30713  -0.55
146 C -4.07896 0.09201 6.27060  -0.46
147 H -3.57692 1.30005 1.58571  0.41
148 Br 5.09890 0.28160 3.38600  -0.20

---

# 3
Formula: C4H6N2
Source: OMol25
Level of theory: ωB97M-V/def2-TZVPD

As for the energy relative to the best compared isomer or geometry (same formula, charge and spin): 99.0 kcal per mole. Its HOMO-LUMO gap is 11.05 eV. Its energy is -7221.296 eV. Its SMILES is C[C@H]1N[C@H]1C#N. The net charge is 0. The HOMO energy is -10.122 eV.

Each line ends with the Mulliken charge.
Positions of all 12 atoms, in Å:
1 H -1.49251 -2.09907 -0.14921  0.33
2 H -0.31368 -1.40457 -1.38063  0.21
3 H 1.17215 -1.30027 0.40610  0.27
4 C -0.78342 -0.30097 0.69870  0.26
5 N 0.50568 -0.86896 1.09546  -0.60
6 H -2.07238 -0.82013 -1.16844  0.41
7 C 0.13417 0.62422 0.82833  -0.31
8 C 0.65698 1.16924 -0.48538  0.26
9 H -1.58298 -0.76851 1.32506  0.31
10 H 0.23303 1.16979 1.65800  0.51
11 C -1.26700 -1.08613 -0.62484  -1.17
12 N 1.15318 1.26676 -1.55141  -0.46

---

# 4
Formula: C4H8OS
Source: OMol25
Level of theory: ωB97M-V/def2-TZVPD

As for the energy relative to the best compared isomer or geometry (same formula, charge and spin): 84.6 kcal per mole. Its HOMO-LUMO gap is 9.70 eV. Its energy is -17156.780 eV. Its SMILES is C[C@]1(CS)CO1. The net charge is 0. The HOMO energy is -9.137 eV.

Each line ends with the Mulliken charge.
Positions of all 14 atoms, in Å:
1 O -0.18546 -1.40563 0.65593  -0.47
2 C -1.01394 -0.34207 1.01504  -0.64
3 C 1.36453 0.44680 0.81739  -1.27
4 H -1.94307 -0.27811 0.30723  -0.01
5 H -1.08480 -0.25698 2.02727  0.40
6 H 0.88564 0.01046 -1.69586  0.36
7 H -1.88411 -1.11966 -1.25690  0.18
8 H 1.55103 1.46642 1.01576  0.33
9 H 1.50601 -0.41361 1.56968  0.34
10 C -0.02283 0.34810 -1.20954  -0.91
11 H 2.30510 0.25875 0.13141  0.28
12 S -1.42496 -0.04801 -2.41303  -0.25
13 C 0.16458 -0.03531 0.23446  1.27
14 H -0.21770 1.36884 -1.19886  0.37

---

# 5
Formula: C20H29IrNO10P2Se
Source: OMol25
Level of theory: ωB97M-V/def2-TZVPD

As for the energy relative to the best compared isomer or geometry (same formula, charge and spin): 76.6 kcal per mole. Its HOMO-LUMO gap (alpha / beta) is 6.76 / 6.78 eV. Its energy is -129944.675 eV. The net charge is -1. The HOMO energy (alpha / beta) is -4.563 / -4.536 eV.

Each line ends with the Mulliken charge.
Positions of all 64 atoms, in Å:
1 H -1.51170 -3.94990 1.27140  0.39
2 H -4.62260 -0.48140 -1.79800  0.40
3 H -0.77890 -6.18380 2.09370  0.36
4 H 1.08180 -4.53440 -2.08640  0.38
5 H -5.70040 -0.76990 0.53400  0.44
6 C -0.09960 2.39200 -2.48300  -0.04
7 H 4.78250 -0.56170 -0.14470  0.36
8 H 0.14100 -1.69580 4.50550  0.32
9 H -0.58320 0.75930 -4.92700  0.38
10 H -0.03600 5.52600 -3.83580  0.41
11 C -0.06830 3.41560 -3.44270  -0.83
12 O -0.03260 -0.21770 2.56170  -0.62
13 H -2.48470 1.28070 0.68730  0.39
14 C -2.39820 0.19500 0.77610  -1.29
15 C 3.37050 -2.36760 2.87220  -1.81
16 H 1.12460 0.96030 -4.46760  0.44
17 H 1.69370 -6.73970 -1.10520  0.35
18 O -0.07320 6.45590 -1.46880  -0.45
19 H 4.01250 -1.67200 3.40790  0.39
20 C -0.04440 5.10650 -1.73550  1.15
21 C -0.01930 4.13430 -0.76800  -0.27
22 H 2.89510 -3.04920 3.57730  0.41
23 C -0.26510 1.01140 -2.82510  0.74
24 H -2.92100 0.01070 -1.88590  -0.05
25 C 2.29930 -1.60660 2.11820  0.68
26 Se -0.80140 -2.40060 -1.26690  -0.36
27 C -0.27830 -4.05750 -0.49030  -0.05
28 C 0.17490 0.51460 -4.18430  -1.78
29 O 2.00460 -0.50650 -0.33380  -0.61
30 O -0.80260 0.17960 -2.05390  -0.65
31 C -0.38390 -5.77470 1.16970  -0.45
32 C -3.58480 -0.46760 0.09980  1.37
33 P 1.27220 -0.53070 3.19280  0.59
34 H 0.03910 4.35820 0.28340  0.37
35 H -0.05560 7.93760 -0.11400  0.23
36 Ir -0.31580 -0.21160 0.20090  2.62
37 O 1.01140 -1.30440 4.57550  -0.60
38 H 1.60340 -2.51150 0.54890  0.24
39 O 2.11230 0.69610 3.67750  -0.56
40 P 2.91790 -0.40770 0.84270  0.93
41 O 3.25570 0.92670 1.43630  -0.87
42 H -5.06330 0.79180 1.05910  0.34
43 C 0.00450 2.75400 -1.09020  -0.06
44 H -3.40340 -1.54700 0.01650  -0.02
45 H -2.38660 -0.05660 1.84000  0.39
46 H 0.27060 -0.56760 -4.13510  0.33
47 O 0.18510 1.92140 -0.15190  -1.05
48 H -4.67020 -0.66770 1.96960  0.40
49 O 4.32240 -1.15680 0.44360  -0.57
50 C -0.04420 4.74210 -3.09400  -0.86
51 O 1.37400 -2.46980 1.49350  -0.31
52 H 3.97340 -2.93780 2.16710  0.41
53 C 0.65270 -4.86780 -1.15150  -0.16
54 C -3.83300 0.08270 -1.30120  -1.09
55 C 0.99040 -6.08540 -0.60220  -0.38
56 C -4.83650 -0.26930 0.97050  -1.72
57 N 0.48880 -6.55110 0.53760  -0.67
58 C -0.03380 6.84710 -0.11920  -0.77
59 H -4.12390 1.13060 -1.25080  0.34
60 H 2.61200 1.01640 2.85620  0.49
61 H -0.11020 3.15850 -4.49140  0.40
62 H 0.88530 6.50190 0.36590  0.32
63 C -0.79850 -4.53970 0.71470  -0.11
64 H -0.89920 6.46590 0.43450  0.31

---

# 6
Formula: C4H15N2O
Source: OMol25
Level of theory: ωB97M-V/def2-TZVPD

As for the energy relative to the best compared isomer or geometry (same formula, charge and spin): 23.1 kcal per mole. Its HOMO-LUMO gap is 10.93 eV. Its energy is -9412.660 eV. The net charge is +1. The HOMO energy is -13.727 eV.

Each line ends with the Mulliken charge.
Positions of all 22 atoms, in Å:
1 H 1.37592 -0.15068 -1.27601  0.41
2 N 0.31472 -1.39779 0.12861  -0.43
3 C 0.37714 -0.36379 -0.90611  -0.50
4 H -0.70504 1.31699 2.23143  0.36
5 H -1.14671 -0.51379 0.71490  0.45
6 O 2.80079 1.73702 -0.53064  -0.62
7 H 1.18155 -1.43409 0.65796  0.22
8 N -1.47453 0.46910 0.47300  -0.10
9 C 0.14273 -2.76546 -0.41728  -0.99
10 H -0.75936 -2.77344 -1.01997  0.38
11 C -0.33757 0.90140 -0.41965  -0.75
12 C -1.65532 1.31396 1.70584  -0.90
13 H 2.79026 1.99029 -1.46028  0.32
14 H -2.35913 0.44718 -0.02625  0.36
15 H 1.00714 -3.10646 -0.97721  0.36
16 H -0.04325 -3.44873 0.41325  0.32
17 H -1.90648 2.32562 1.38108  0.37
18 H -0.77133 1.45688 -1.23780  0.31
19 H 0.30728 1.56047 0.16066  0.39
20 H 3.44913 2.33844 -0.14799  0.30
21 H -2.42129 0.85521 2.31562  0.36
22 H -0.16664 -0.75834 -1.76318  0.40